No. 1
Entry from the OMol25 dataset: a structure of composition C12H19Cl2N3OPt at a distorted geometry (ωB97M-V/def2-TZVPD).

The geometry in XYZ format:
```
38
Properties=species:S:1:pos:R:3:forces:R:3:lowdin_charge:R:1
Pt -0.168 -0.576 -1.092 -0.897 1.075 2.494 0.913
Cl -1.714 1.171 -1.365 -0.915 0.928 -0.267 0.106
Cl 1.053 -2.002 0.320 0.737 -0.486 1.015 0.024
C -0.442 -1.790 -2.497 -0.220 -3.160 -4.594 -0.363
H 0.007 -2.826 -2.559 -0.532 1.229 0.386 -0.009
H -0.904 -1.481 -3.481 0.411 -0.102 1.132 -0.011
C 1.815 1.526 0.278 0.366 -0.709 1.191 -0.111
C 1.378 1.023 -0.858 1.085 0.021 -2.531 -0.387
H 1.798 0.900 1.173 0.377 -0.044 -0.255 0.104
C 1.289 1.769 -2.180 -0.048 0.179 0.258 -0.249
H 1.670 -0.062 -1.017 -0.018 0.187 0.183 0.016
C 1.889 3.167 -2.107 0.291 -0.253 -0.329 -0.201
H 1.770 1.146 -2.933 0.180 0.117 -0.142 0.112
H 0.244 1.849 -2.502 0.319 -0.084 0.217 0.019
C 1.768 3.779 -0.729 0.009 -0.210 0.918 -0.190
H 2.941 3.082 -2.380 0.202 0.249 0.003 0.113
H 1.402 3.788 -2.855 0.076 0.210 -0.066 0.110
C 2.414 2.865 0.351 -0.760 1.539 -0.364 -0.177
H 2.232 4.771 -0.697 -0.202 -0.088 -0.016 0.110
H 0.713 3.849 -0.442 0.021 0.324 -0.219 0.116
H 3.484 2.836 0.130 0.110 -0.293 0.329 0.124
H 2.255 3.275 1.353 0.255 0.162 -0.135 0.112
C -2.899 -4.259 1.701 -0.279 -0.749 0.024 -0.022
N -2.646 -2.833 1.711 0.024 -0.252 -0.046 -0.049
C -2.935 -2.101 2.812 0.393 0.439 -0.417 -0.035
C -2.676 -0.768 2.798 -0.313 -0.475 0.518 -0.009
C -2.023 -0.218 1.658 0.189 -0.090 -0.282 -0.387
N -1.660 -0.975 0.623 -1.320 -0.065 0.633 -0.037
C -2.171 -2.246 0.513 -0.342 -0.790 -0.840 -0.525
O -2.230 -2.872 -0.545 0.209 0.677 1.636 0.028
N -1.744 1.103 1.669 -0.057 0.244 0.085 0.132
H -2.367 -4.716 0.868 -0.019 0.162 0.090 0.095
H -3.963 -4.491 1.586 0.094 0.167 -0.088 0.100
H -2.562 -4.718 2.635 0.063 0.210 -0.079 0.095
H -3.372 -2.646 3.653 0.144 0.298 -0.300 0.141
H -2.936 -0.130 3.630 0.021 -0.082 0.001 0.107
H -2.134 1.649 2.433 0.195 -0.301 -0.388 0.111
H -1.669 1.566 0.761 0.152 -0.185 0.245 -0.025
```
Positions in Å, forces in eV/Å.

Calculated values
Lowest unoccupied orbital energy (spin up / spin down), hartree: 0.0135 / -0.0885
Expectation value of S²: 6.013
E, Eh: -1747.6633
Max |F|, eV Å⁻¹: 5.58
Relative energy (zero: lowest compared OMol25 entry of this formula, charge and spin), kcal per mole: 19.1
Multiplicity: 5



No. 2
Entry from the OMol25 dataset: a cluster of 6 separate species, C33H41ClO20S in total at a distorted geometry (ωB97M-V/def2-TZVPD).

The geometry in XYZ format:
```
96
Properties=species:S:1:pos:R:3:forces:R:3:lowdin_charge:R:1
C 3.108 -1.986 1.974 -0.605 0.147 -0.561 0.039
C 4.446 -1.418 1.642 0.146 -0.367 0.144 -0.496
O 5.161 -0.962 2.464 0.691 0.497 0.563 0.165
O 4.910 -1.543 0.340 -0.427 0.098 0.045 0.111
C 4.186 -0.997 -0.692 0.307 0.099 -0.340 -0.465
O 3.934 -1.647 -1.650 -0.156 -0.574 -0.522 0.173
C 3.851 0.463 -0.599 -0.175 0.323 0.714 -0.020
C 2.476 0.674 0.010 0.248 0.032 -0.188 -0.184
C 2.318 1.608 1.025 -0.510 -0.314 -0.308 -0.047
C 1.072 1.811 1.608 -0.084 -0.141 0.699 -0.473
S 1.006 3.127 2.818 0.256 0.760 -0.036 0.852
C -0.042 1.061 1.190 0.438 0.090 -0.118 -0.074
C 0.142 0.151 0.141 0.084 -0.195 -0.133 -0.052
C 1.384 -0.047 -0.448 0.277 0.494 0.399 0.058
C -0.970 -0.682 -0.407 0.087 0.098 0.075 -0.275
O -0.748 -1.507 -1.259 0.027 -0.362 -0.402 0.120
C -2.324 -0.469 0.125 -0.319 0.077 0.168 -0.077
C -3.398 -1.172 -0.413 -0.183 -0.003 0.042 -0.014
C -4.664 -0.985 0.110 -0.041 0.159 0.199 -0.643
Cl -6.017 -1.839 -0.544 0.023 -0.075 -0.086 0.699
C -4.877 -0.112 1.172 0.718 0.240 0.064 -0.070
C -3.795 0.584 1.698 -0.298 -0.243 -0.181 0.015
C -2.513 0.418 1.180 -0.409 -0.088 -0.041 -0.074
C -1.400 1.194 1.801 -0.128 -0.261 -0.363 -0.290
O -1.641 1.885 2.755 0.127 0.302 0.493 0.084
H 2.475 -1.159 2.281 -0.118 0.104 0.159 0.088
H 2.620 -2.475 1.138 0.039 -0.147 -0.146 0.093
H 3.189 -2.669 2.809 0.180 -0.100 0.136 0.099
H 4.587 0.981 0.007 0.142 0.018 0.110 0.130
H 3.886 0.890 -1.593 -0.044 -0.093 -0.298 0.141
H 3.163 2.184 1.354 0.124 0.152 0.183 0.113
H 1.074 2.519 4.013 -0.188 -0.505 -0.256 -0.112
H 1.524 -0.749 -1.252 -0.248 -0.189 -0.103 0.132
H -3.261 -1.862 -1.229 0.180 -0.053 -0.083 0.109
H -5.852 0.041 1.598 -0.266 -0.097 -0.052 0.108
H -3.962 1.257 2.523 0.130 0.130 0.105 0.122
C 2.045 4.996 -4.110 0.081 -0.007 -0.181 -0.039
O 1.448 4.307 -3.009 -0.011 -0.034 0.009 0.001
C 1.058 5.103 -2.012 0.056 -0.072 0.039 -0.625
O 1.180 6.299 -1.976 -0.004 0.030 -0.004 0.126
O 0.523 4.342 -1.059 -0.039 -0.064 0.014 0.001
C 0.056 5.065 0.085 -0.103 0.031 0.159 -0.038
H 2.311 4.235 -4.838 -0.043 -0.071 0.067 0.093
H 1.340 5.694 -4.554 0.017 0.060 0.058 0.098
H 2.942 5.524 -3.791 -0.046 0.068 0.029 0.097
H -0.737 5.758 -0.192 0.085 0.073 -0.071 0.104
H 0.875 5.599 0.563 -0.012 0.059 -0.041 0.089
H -0.341 4.328 0.776 0.000 -0.082 -0.081 0.051
C 3.417 7.520 1.780 0.061 0.015 -0.176 -0.036
O 2.881 6.800 2.892 -0.003 -0.080 -0.025 -0.011
C 2.493 7.565 3.912 0.003 -0.075 0.003 -0.624
O 2.559 8.764 3.962 -0.005 0.014 0.002 0.130
O 2.022 6.764 4.870 0.007 -0.039 -0.006 -0.010
C 1.564 7.453 6.036 -0.077 -0.007 0.180 -0.037
H 3.683 6.776 1.035 -0.040 -0.070 0.064 0.091
H 2.674 8.198 1.365 0.016 0.058 0.053 0.100
H 4.306 8.074 2.074 -0.049 0.066 0.035 0.098
H 0.745 8.125 5.788 0.051 0.060 -0.025 0.098
H 2.377 8.011 6.497 -0.010 0.066 -0.054 0.099
H 1.211 6.689 6.723 0.023 -0.071 -0.075 0.091
C -5.271 -5.928 -5.408 -0.198 -0.147 -0.064 -0.041
O -4.062 -5.828 -4.653 0.030 -0.047 0.002 -0.004
C -3.514 -4.612 -4.652 0.040 -0.040 0.031 -0.624
O -3.949 -3.644 -5.219 -0.015 0.015 -0.010 0.125
O -2.404 -4.657 -3.919 0.002 -0.029 -0.002 0.008
C -1.706 -3.411 -3.831 0.191 0.112 0.065 -0.036
H -5.602 -6.960 -5.331 0.124 -0.030 0.061 0.096
H -6.033 -5.267 -5.001 0.040 0.079 -0.047 0.098
H -5.088 -5.687 -6.454 -0.030 0.121 0.018 0.089
H -2.331 -2.652 -3.368 -0.034 0.026 -0.078 0.079
H -1.386 -3.080 -4.818 -0.094 0.027 -0.023 0.100
H -0.836 -3.584 -3.206 -0.052 -0.108 0.031 0.091
C 1.670 0.918 9.888 -0.071 -0.108 0.151 -0.040
O 1.546 1.360 8.535 -0.019 -0.010 -0.029 0.004
C 2.517 2.181 8.138 -0.050 -0.006 -0.032 -0.625
O 3.441 2.559 8.808 0.015 0.006 0.013 0.128
O 2.284 2.515 6.868 -0.040 -0.018 -0.049 -0.003
C 3.258 3.397 6.302 0.115 0.149 -0.197 -0.032
H 0.823 0.264 10.074 -0.030 0.019 -0.101 0.093
H 2.596 0.363 10.027 0.047 0.072 0.011 0.098
H 1.635 1.763 10.573 0.083 0.017 -0.011 0.097
H 4.243 2.934 6.299 0.007 0.003 0.110 0.102
H 3.290 4.340 6.845 0.040 -0.044 0.081 0.096
H 2.946 3.585 5.280 -0.089 -0.032 -0.014 0.066
C -2.926 -7.829 -7.426 0.089 0.248 0.076 -0.038
O -2.818 -9.121 -8.027 0.011 -0.032 -0.009 0.010
C -3.806 -9.952 -7.697 0.041 -0.003 -0.056 -0.623
O -4.734 -9.693 -6.976 -0.024 0.003 0.017 0.120
O -3.592 -11.116 -8.308 0.026 0.002 -0.008 0.006
C -4.585 -12.109 -8.042 -0.067 -0.182 -0.028 -0.040
H -2.075 -7.250 -7.772 0.046 -0.123 -0.079 0.098
H -3.846 -7.340 -7.740 -0.043 -0.046 0.051 0.089
H -2.894 -7.904 -6.341 -0.095 -0.005 0.004 0.097
H -5.563 -11.776 -8.384 -0.014 0.045 0.071 0.097
H -4.622 -12.340 -6.979 -0.050 0.067 0.017 0.097
H -4.288 -12.994 -8.596 0.084 0.057 -0.034 0.093
```
Positions in Å, forces in eV/Å.

Calculated values
Lowest unoccupied orbital energy, hartree: -0.0544
E, Eh: -3645.3320
Max |F|, eV Å⁻¹: 1.02
Relative energy (zero: lowest compared OMol25 entry of this formula, charge and spin), kcal per mole: 3.4



No. 3
Entry from the OMol25 dataset: the molecule C3H3NO2 at a distorted geometry (ωB97M-V/def2-TZVPD).

The geometry in XYZ format:
```
9
Properties=species:S:1:pos:R:3:forces:R:3:lowdin_charge:R:1
N -1.642 -2.024 -0.713 0.692 0.854 0.196 0.169
C -0.827 -1.237 -0.486 -0.687 -0.705 -0.195 -0.146
C 0.281 -0.336 -0.110 -0.055 -0.090 0.125 -0.357
O 0.956 0.161 -1.216 0.082 0.072 0.009 0.009
C -0.187 0.809 0.794 0.199 0.410 -0.008 -0.164
O 0.242 1.920 0.605 -0.295 -0.557 0.074 0.086
H 0.933 -0.963 0.524 0.055 0.120 -0.023 0.164
H 1.111 1.104 -1.025 -0.031 -0.103 -0.091 0.098
H -0.867 0.565 1.627 0.041 -0.001 -0.087 0.142
```
Positions in Å, forces in eV/Å.

Calculated values
Lowest unoccupied orbital energy, hartree: 0.0037
E, Eh: -321.3134
Max |F|, eV Å⁻¹: 1.12
Relative energy (zero: lowest compared OMol25 entry of this formula, charge and spin), kcal per mole: 40.3